{
  "formula": "C60H70F14N17O28S14",
  "method": "wB97M-V/def2-TZVPD",
  "total_charge": 4,
  "homo_lumo_gap_ev": [4.672, 0.752],
  "e_tot_ha": -12336.70903,
  "max_force_ev_per_a": 16.9,
  "spin_multiplicity": 2,
  "elements": ["S", "S", "S", "S", "S", "S", "S", "S", "S", "S", "S", "S", "S", "S", "F", "F", "F", "F", "F", "F", "F", "F", "F", "F", "F", "F", "F", "F", "O", "O", "O", "O", "O", "O", "O", "O", "O", "O", "O", "O", "O", "O", "O", "O", "O", "O", "O", "O", "O", "O", "O", "O", "O", "O", "O", "O", "N", "N", "N", "N", "N", "N", "N", "N", "N", "N", "N", "N", "N", "N", "N", "N", "N", "C", "C", "C", "C", "C", "C", "C", "C", "C", "C", "C", "C", "C", "C", "C", "C", "C", "C", "C", "C", "C", "C", "C", "C", "C", "C", "C", "C", "C", "C", "C", "C", "C", "C", "C", "C", "C", "C", "C", "C", "C", "C", "C", "C", "C", "C", "C", "C", "C", "C", "C", "C", "C", "C", "C", "C", "C", "C", "C", "C", "H", "H", "H", "H", "H", "H", "H", "H", "H", "H", "H", "H", "H", "H", "H", "H", "H", "H", "H", "H", "H", "H", "H", "H", "H", "H", "H", "H", "H", "H", "H", "H", "H", "H", "H", "H", "H", "H", "H", "H", "H", "H", "H", "H", "H", "H", "H", "H", "H", "H", "H", "H", "H", "H", "H", "H", "H", "H", "H", "H", "H", "H", "H", "H", "H", "H", "H", "H", "H", "H"],
  "xyz": [[-9.07123, 0.82184, -5.71987], [1.61168, -1.77237, 5.79953], [-8.63792, 0.46443, -3.43498], [1.84570, 4.27437, 2.67273], [5.63382, -5.07932, 0.81370], [3.44694, -6.19076, 1.07707], [2.09597, -3.98790, 4.88171], [5.70370, 1.78512, -0.21958], [-5.50772, -2.06579, -1.41006], [-4.88146, 5.33807, -0.91953], [7.15672, 0.60628, 1.11122], [-6.37495, 3.68358, -0.08686], [-4.11052, -3.16521, 0.01767], [1.17670, 4.68903, 0.43707], [-7.27896, 0.47488, -2.49186], [-3.32391, 5.68519, -0.68540], [7.24762, -0.54093, 2.26071], [-8.40219, 1.63435, -6.95664], [1.95842, -5.78904, 0.64144], [-5.57680, -1.51750, -2.93216], [-0.18253, 4.58770, -0.45145], [0.16752, -1.14761, 6.11780], [1.72623, 2.86347, 3.56000], [5.83094, -4.17607, 2.17088], [-2.57377, -3.00131, 0.21200], [-6.14052, 2.05864, 0.06250], [4.70876, 2.93265, 0.31473], [1.98873, -5.59425, 5.21781], [-5.89706, -0.94981, -0.57610], [-5.57439, 6.45640, -0.28288], [2.10980, 4.10662, -0.48322], [1.20868, 6.14949, 0.71405], [3.22841, 4.25012, 2.27001], [6.22265, -6.29287, 1.42826], [-4.96095, 5.21309, -2.38381], [-10.20841, 1.72107, -5.47901], [-6.46149, -3.18577, -1.54061], [1.56356, -3.77567, 3.49887], [6.39592, -4.35029, -0.14246], [-9.49752, 1.41830, -2.72485], [3.70326, -7.24847, 0.10268], [3.55283, -3.81902, 5.03031], [-9.32463, -0.46550, -6.34400], [-4.60150, -2.52850, 1.21289], [-6.97975, 4.03442, 1.19754], [-8.96263, -0.96759, -3.23428], [8.08859, 1.59224, 1.62924], [-4.29105, -4.59795, -0.15424], [1.41196, 5.24171, 3.74235], [3.17474, -6.59426, 2.48643], [4.83113, 1.15483, -1.23094], [2.38623, -1.14506, 6.91459], [6.85841, 2.63769, -0.60663], [7.56004, -0.21448, 0.01583], [-7.21429, 3.76106, -1.24967], [1.87294, -1.20057, 4.46188], [5.69854, 1.45076, 5.46554], [-4.72454, 4.01039, -0.21527], [0.69190, 3.78730, 1.50596], [-2.99207, 2.83542, -11.87229], [-4.13602, -2.37246, -1.47435], [1.16807, -3.43043, 6.04011], [-6.48933, 4.04208, -5.84914], [-2.41408, -4.24803, -3.60997], [-7.87764, 0.85844, -4.87978], [-3.21314, -3.96102, 4.91382], [-3.06632, 1.30993, -2.06778], [10.97945, 0.05228, 9.84636], [2.73167, -1.35332, 1.20710], [-2.30145, 2.57073, 2.44900], [4.31804, -2.42975, -2.26489], [5.74989, 0.89403, 1.20264], [3.98334, -4.82147, 0.85722], [-3.42366, 1.87400, 2.13507], [7.83572, 1.07906, 7.22863], [-4.20746, 3.38243, -11.90217], [-2.42600, 2.40469, -10.69462], [-4.22834, -3.08235, 4.70476], [-2.36433, 2.03883, -1.19966], [-2.62823, 0.03828, -2.29234], [-5.75688, 2.84800, -6.00478], [0.64243, -1.73082, 0.22458], [-4.91731, 2.66502, -7.15716], [7.98179, 1.51121, 5.89783], [-4.86746, 3.65050, -10.72072], [10.89633, 1.27273, 9.34287], [-3.57476, 0.55452, 2.46878], [9.96084, -0.85689, 9.60952], [2.63357, -0.02889, 1.03722], [-2.58516, -0.08201, 3.19041], [-0.81408, 0.18540, -0.66480], [1.57858, -3.00592, -2.78343], [0.46724, -0.35676, -0.03284], [-4.32092, 3.34374, -9.44646], [-1.99060, -3.67979, 4.51902], [8.92488, 0.74710, 8.11396], [3.41876, -1.41678, -2.69668], [-1.70866, -2.33413, 4.04862], [-1.36421, 0.58379, 3.34211], [8.97311, -0.50789, 8.67734], [0.18874, -3.39326, -3.01113], [1.81753, -2.19278, 0.80812], [-1.74868, -4.71140, -2.44488], [5.44763, 0.98938, 6.70596], [3.88566, -1.92708, 1.93623], [-2.33745, 4.02588, 2.43496], [-0.50568, -4.25378, -2.11905], [-1.24996, 1.54906, -0.49324], [-5.00439, 3.60405, -8.18837], [-1.78937, -3.45807, -4.51127], [-0.47767, -3.03713, -4.17826], [-3.07453, 2.62334, -9.47011], [-7.40798, 4.15747, -4.67900], [5.70170, -2.07983, -2.02095], [-6.43379, 4.96414, -6.77168], [-2.74030, -1.41867, 3.81208], [3.81495, -3.67486, -2.12447], [6.94137, 1.61450, 5.01772], [1.48248, 0.49564, 0.49153], [2.47729, -3.96912, -2.27057], [-4.30752, 1.73545, -2.71985], [-2.36603, 2.58318, -13.19151], [6.51846, 0.75926, 7.62308], [-3.75106, -4.72972, -3.94987], [12.10234, -0.21429, 10.80457], [4.55301, 1.69036, 4.52745], [9.88428, 1.65437, 8.51273], [-1.26608, 1.95971, 3.00428], [-4.00795, -1.83821, 4.14554], [-1.52272, -0.50264, -1.62206], [2.09481, -1.71720, -3.04792], [-5.70021, 4.83112, -7.91267], [-3.39933, -5.31167, 5.50637], [-4.82768, 1.03461, -3.37283], [-2.49069, 3.50671, -13.75689], [-1.32112, 2.30445, -13.05530], [9.73499, 2.67865, 8.20456], [2.06165, -4.94833, -2.08408], [-1.56802, 4.29087, 1.70981], [-2.88081, 1.74559, -13.66221], [8.98308, 1.79647, 5.61071], [8.27471, -1.28785, 8.41222], [-0.11040, -2.42649, -0.11559], [-6.98138, 5.87022, -6.55822], [-4.47208, -0.01479, 2.27617], [-4.16143, -4.17856, -4.79599], [-4.98406, 1.72110, -1.86533], [4.46954, -4.46349, -1.78393], [3.70156, -2.92530, 2.33341], [4.22008, -1.21406, 2.68979], [-3.32573, 4.35616, 2.11511], [-4.49135, 3.74401, -12.87945], [1.54943, -0.95648, -3.58668], [10.07878, -1.83196, 10.05867], [5.92253, -1.19468, -2.61747], [-7.49992, 5.23149, -4.51734], [-3.16970, -0.54133, -3.02530], [3.65971, 1.91756, 5.10924], [-4.84263, -1.16611, 4.01136], [-3.08484, -6.11610, 4.84147], [11.94009, 0.31518, 11.74342], [4.59778, -2.05364, 1.12077], [4.42349, 0.76472, 6.96492], [-2.07786, 4.33249, 3.44823], [-0.05398, -4.67557, -1.23335], [0.04760, -2.38638, -4.86164], [-1.43802, 1.98500, -10.81353], [-2.74933, 3.03187, -1.02061], [6.99731, 1.99488, 4.00847], [-4.45393, -5.57269, 5.59452], [-5.16493, -3.37775, 5.15415], [-0.67113, 2.21267, 0.13203], [-8.36022, 3.69600, -4.94050], [11.66813, 1.95024, 9.67708], [-0.70339, -2.09255, 3.73640], [-4.35705, -4.70810, -3.04411], [-1.38435, -1.55954, -1.79592], [-2.37419, -5.35301, -1.84200], [-4.13177, 2.42574, 1.53461], [6.43161, 0.51466, 8.67142], [13.03884, 0.14283, 10.37619], [-5.84156, 4.11080, -10.79588], [-4.35903, 1.75040, -7.29203], [-0.46552, 0.30545, 3.87247], [-2.27392, -3.24207, -5.45198], [-6.96025, 3.65564, -3.82121], [4.41991, 0.76770, 3.96258], [-5.86549, 2.14330, -5.19359], [3.90592, -0.49339, -2.97316], [5.81156, -1.85675, -0.95969], [12.17568, -1.25906, 11.10651], [-2.89332, -5.30145, 6.47176], [-0.41029, 2.59128, 3.19177], [-3.63335, -5.76328, -4.27543], [-1.21628, -4.43051, 4.57629], [-4.14484, 2.76172, -3.04909], [-5.82742, 5.58925, -8.67125], [1.36575, 1.56930, 0.48569], [3.40719, 0.61526, 1.42837], [2.15086, -3.19616, 1.02842], [6.24230, -2.97644, -2.32417], [-2.53924, 2.25868, -8.60588], [4.78900, 2.50897, 3.84754]],
  "lowdin_charge": [0.40, 0.66, 0.64, 0.66, 0.63, 0.46, 0.58, 0.64, 0.34, 0.45, 0.34, 0.59, 0.56, 0.42, -0.26, -0.21, -0.23, -0.24, -0.24, -0.21, -0.22, -0.16, -0.27, -0.23, -0.19, -0.24, -0.20, -0.13, -0.27, -0.24, -0.27, -0.25, -0.27, -0.24, -0.33, -0.28, -0.25, -0.19, -0.25, -0.26, -0.27, -0.13, -0.27, -0.25, -0.25, -0.27, -0.27, -0.26, -0.27, -0.30, -0.31, -0.23, -0.23, -0.27, -0.25, -0.28, -0.06, -0.31, -0.31, -0.09, -0.27, -0.07, -0.04, -0.06, -0.30, -0.08, -0.03, -0.06, -0.05, -0.07, -0.04, -0.28, -0.31, 0.04, -0.13, 0.01, 0.04, 0.06, 0.03, 0.02, 0.07, 0.05, 0.06, 0.08, 0.07, 0.00, 0.06, 0.08, 0.02, -0.12, -0.08, -0.14, -0.07, -0.10, 0.02, -0.16, 0.07, 0.06, 0.07, 0.05, -0.16, -0.02, 0.06, 0.05, 0.03, 0.06, 0.02, 0.07, -0.13, 0.05, 0.05, 0.06, 0.07, 0.03, -0.01, -0.12, 0.02, 0.03, 0.08, 0.06, 0.04, 0.05, 0.08, 0.04, 0.05, 0.05, 0.07, 0.00, 0.04, 0.01, 0.04, 0.07, 0.05, 0.10, 0.12, 0.11, 0.15, 0.13, 0.08, 0.12, 0.15, 0.14, 0.09, 0.16, 0.13, 0.12, 0.08, 0.13, 0.06, 0.10, 0.11, 0.16, 0.13, 0.15, 0.12, 0.12, 0.12, 0.10, 0.15, 0.12, 0.12, 0.10, 0.13, 0.13, 0.13, 0.13, 0.14, 0.12, 0.14, 0.11, 0.16, 0.08, 0.11, 0.16, 0.09, 0.10, 0.09, 0.15, 0.11, 0.14, 0.12, 0.14, 0.12, 0.11, 0.15, 0.08, 0.09, 0.10, 0.13, 0.09, 0.11, 0.12, 0.10, 0.12, 0.13, 0.11, 0.14, 0.10, 0.12, 0.11, 0.12, 0.12, 0.11]
}